Computed, not measured: a cluster of 8 separate species, H16O8 in total, with ωB97M-V/def2-TZVPD.

Cartesian coordinates (Å):
O 19.1411 -19.3891 1.2674
H 19.5693 -20.2240 1.0779
H 19.6636 -18.7393 0.7973
O 21.9327 -19.6884 5.4504
H 21.8042 -18.7542 5.6146
H 22.6496 -19.9382 6.0334
O 23.0883 -22.4768 3.1234
H 23.3823 -21.7779 2.5391
H 22.7158 -22.0188 3.8768
O 13.9862 -24.9127 7.0855
H 13.3722 -24.2618 7.4255
H 14.2173 -24.5922 6.2137
O 16.3678 -19.5665 5.9008
H 15.4229 -19.6647 5.7840
H 16.7521 -20.0711 5.1839
O 17.9097 -27.2734 4.4160
H 18.0056 -27.9797 5.0549
H 18.0311 -27.6992 3.5674
O 18.2409 -23.3940 4.6325
H 18.2755 -24.3128 4.8986
H 19.1501 -23.1657 4.4393
O 14.2647 -23.0325 3.0753
H 14.2566 -22.2060 2.5925
H 15.1916 -23.2046 3.2410

Computed properties:
HOMO-LUMO gap: 11.490 eV
ΔE to the lowest compared entry with this formula, charge and spin: 265.02 kJ/mol
total energy: -16639.264 eV